{
  "formula": "C19H20F3N2",
  "method": "the ωB97M-V functional and the def2-TZVPD basis",
  "elements": ["C", "C", "N", "C", "C", "C", "C", "C", "C", "C", "C", "C", "C", "C", "C", "C", "C", "C", "H", "H", "H", "H", "H", "H", "H", "H", "H", "H", "H", "H", "H", "H", "H", "H", "F", "C", "F", "F", "C", "N", "H", "H", "H", "H"],
  "xyz": [[0.58, 2.42, 1.98], [0.36, 0.99, 1.79], [-0.01, 0.18, 2.81], [-0.42, 0.66, 4.12], [-0.13, -1.15, 2.38], [0.19, -1.18, 1.00], [0.08, -2.39, 0.30], [-0.34, -3.52, 1.01], [-0.69, -3.46, 2.36], [-0.62, -2.25, 3.07], [0.53, 0.20, 0.60], [0.85, 0.65, -0.67], [1.51, -0.17, -1.66], [2.37, -1.25, -1.35], [2.87, -2.06, -2.36], [2.56, -1.79, -3.71], [1.80, -0.65, -4.03], [1.35, 0.19, -3.03], [1.09, 2.83, 1.10], [-0.36, 2.98, 2.12], [1.21, 2.60, 2.87], [-0.78, -0.20, 4.69], [0.42, 1.12, 4.66], [-1.23, 1.40, 4.01], [0.32, -2.42, -0.74], [-0.40, -4.47, 0.49], [-1.02, -4.35, 2.89], [-0.92, -2.14, 4.12], [0.76, 1.71, -0.89], [2.68, -1.40, -0.31], [3.53, -2.90, -2.11], [2.94, -2.44, -4.50], [1.59, -0.40, -5.08], [0.89, 1.15, -3.27], [-3.59, 3.98, -1.12], [-3.13, 2.89, -1.81], [-4.21, 2.17, -2.23], [-2.47, 3.33, -2.92], [-2.18, 2.09, -0.91], [-1.35, 1.13, -1.53], [-1.58, 2.91, -0.45], [-2.82, 1.59, -0.17], [-0.96, 1.27, -2.46], [-1.28, 0.19, -1.09]],
  "lowdin_charge": [0.01, -0.16, -0.02, 0.02, -0.15, -0.10, -0.01, -0.06, -0.05, 0.01, -0.11, 0.04, -0.21, -0.03, -0.05, -0.03, -0.05, -0.02, 0.09, 0.11, 0.11, 0.09, 0.11, 0.11, 0.10, 0.11, 0.11, 0.11, 0.13, 0.14, 0.12, 0.12, 0.12, 0.12, 0.11, -0.55, 0.13, 0.12, -0.15, 0.03, 0.13, 0.15, 0.09, 0.11],
  "homo_energy_ev": -11.72,
  "e_above_lowest_kcal_mol": 0.00,
  "total_charge": 1,
  "orbital_gap_ev": 6.935,
  "e_lumo_ev": -4.79
}